Density functional theory data (the ωB97M-V functional and the def2-TZVPD basis) for a structure of composition C34H40F12N10O5ReSSi.

Geometry as XYZ:
```
104
Properties=species:S:1:pos:R:3:forces:R:3
Re 0.68154 0.58516 0.46199 0.30 0.36 -0.12
C 4.28352 1.93641 6.33790 0.01 0.02 -0.05
C 3.45218 1.90110 5.09324 0.01 0.06 0.04
C 3.15517 3.16453 4.42082 0.05 -0.06 0.03
C 2.26208 3.25275 3.42988 0.01 0.01 0.01
C 1.60284 2.08288 2.88632 -0.03 0.00 0.01
N 0.59584 2.14640 2.05837 -0.06 -0.18 -0.03
C -0.29406 3.26067 2.16719 0.01 0.09 0.02
C -0.40228 3.92277 3.39491 0.00 -0.01 0.06
C -1.19182 5.04238 3.55427 0.01 0.00 0.00
C -1.93426 5.53667 2.49206 0.00 0.01 -0.02
C -2.78654 6.76522 2.61972 0.00 -0.03 0.00
C -1.93626 4.79347 1.31746 -0.03 0.03 0.00
C -1.16865 3.64949 1.14579 0.00 -0.05 -0.02
C -1.48097 2.73629 -0.01700 -0.07 -0.03 -0.08
O -0.52275 1.78421 -0.33166 -0.09 -0.11 -0.02
C -1.69549 3.51143 -1.35777 -0.02 -0.04 -0.01
F -2.86148 4.17649 -1.37484 0.03 0.00 0.00
F -0.70618 4.39647 -1.51370 0.02 0.01 -0.01
F -1.69350 2.69134 -2.39481 -0.02 0.01 0.02
C -2.75643 1.90877 0.36035 0.01 -0.09 0.00
F -3.10649 1.08513 -0.62410 0.02 0.05 0.00
F -3.80222 2.67327 0.66677 0.08 0.00 -0.02
F -2.46245 1.15902 1.43867 0.01 0.05 -0.05
C 2.22373 0.71588 3.26495 0.01 -0.03 0.00
C 3.02850 0.76699 4.54561 -0.06 -0.02 -0.04
C 1.11964 -0.41618 3.27457 -0.03 -0.05 -0.09
O 0.32440 -0.41565 2.15724 0.02 0.00 0.17
C 0.19511 -0.21598 4.51720 -0.02 -0.04 0.04
F -0.97435 -0.80363 4.34534 0.05 0.04 0.02
F 0.75905 -0.69545 5.63140 -0.03 0.03 -0.06
F -0.03174 1.10106 4.71785 0.01 -0.04 0.01
C 1.72236 -1.87076 3.31517 0.02 0.02 0.01
F 2.30725 -2.14814 2.13621 -0.01 0.05 0.04
F 2.64257 -2.07556 4.26338 0.01 0.04 -0.01
F 0.74197 -2.74423 3.49874 -0.01 0.01 -0.01
H 3.86136 2.63103 7.06520 -0.02 0.00 0.00
H 5.29087 2.28542 6.10112 0.00 0.02 0.01
H 4.35745 0.95336 6.79615 0.00 -0.01 -0.01
H 3.68176 4.05449 4.74393 0.01 0.00 0.01
H 2.03884 4.20202 2.96377 0.00 0.00 -0.01
H 0.11659 3.53837 4.25871 -0.01 0.01 0.00
H -1.23657 5.52665 4.52139 0.00 0.00 0.01
H -2.45885 7.39156 3.44708 0.01 0.00 0.00
H -3.82633 6.48684 2.80132 -0.01 0.00 0.00
H -2.76073 7.35597 1.70503 0.00 0.00 0.00
H -2.59848 5.11060 0.52690 -0.01 -0.01 -0.01
H 3.30453 -0.18088 4.97479 0.00 -0.03 -0.01
N 3.83949 0.11304 -1.12077 0.01 -0.06 0.00
C 3.79728 0.16005 0.20733 0.07 -0.04 -0.08
N 4.85688 -0.01006 1.02429 -0.02 0.01 0.05
N 4.41024 0.15344 2.23781 -0.03 -0.04 -0.01
N 3.14299 0.39124 2.17229 0.09 0.02 0.04
N 2.68456 0.40836 0.90720 -0.01 0.11 0.12
C 2.77998 0.54061 -1.89762 0.04 0.02 0.01
N 2.88799 0.75809 -3.17376 0.05 -0.04 -0.03
N 1.65318 1.18757 -3.53588 -0.04 0.10 0.20
N 0.85949 1.21537 -2.53944 0.03 0.07 -0.19
N 1.53967 0.80243 -1.43348 -0.08 -0.12 0.16
H 4.72344 -0.05593 -1.58030 0.00 0.01 0.00
C -3.05790 -0.08664 -3.92627 0.00 -0.06 0.01
C -1.71310 -0.63806 -4.37107 -0.02 0.04 -0.03
C -1.88935 -1.94997 -5.11785 0.00 -0.01 -0.02
C -0.94377 0.37019 -5.20396 -0.01 -0.03 0.03
O -0.89652 -0.86332 -3.17558 0.05 -0.09 -0.04
Si -0.87608 -2.06680 -2.13594 -0.22 0.03 0.13
S -0.07347 -1.40965 -0.13418 -0.15 -0.03 -0.09
O -2.35819 -2.53107 -1.71468 0.09 -0.08 0.01
C -2.92085 -3.76223 -1.17881 -0.06 0.00 0.00
C -2.91910 -4.81235 -2.27930 0.02 0.03 -0.01
C -2.11932 -4.22723 0.02864 0.02 0.04 -0.05
C -4.33974 -3.40008 -0.77553 -0.01 0.02 0.00
O 0.06090 -3.34653 -2.40191 -0.05 0.00 -0.06
C 1.41880 -3.62166 -2.81331 0.10 0.01 0.01
C 1.41662 -5.06123 -3.29842 -0.04 0.01 -0.01
C 1.83499 -2.66747 -3.92076 0.00 -0.01 -0.01
C 2.31549 -3.46538 -1.59252 -0.04 0.00 0.00
H -3.69581 0.07321 -4.79648 0.01 0.01 -0.01
H -2.92990 0.86243 -3.41271 0.01 0.04 0.04
H -3.55445 -0.78911 -3.25571 -0.01 0.01 0.00
H -2.45871 -1.77165 -6.03030 -0.01 -0.03 -0.01
H -2.43757 -2.67591 -4.51422 -0.01 -0.02 0.01
H -0.92568 -2.37439 -5.39989 0.02 0.01 0.01
H -1.51429 0.63227 -6.09531 -0.03 -0.02 -0.01
H 0.01925 -0.03945 -5.51036 -0.01 0.02 0.00
H -0.75653 1.26980 -4.62138 -0.02 0.02 -0.04
H -1.90123 -5.03046 -2.60209 0.01 -0.01 -0.01
H -3.49742 -4.46469 -3.13620 0.00 0.00 -0.01
H -3.37325 -5.73366 -1.91381 0.00 -0.01 0.00
H -1.09017 -4.45625 -0.25297 0.02 -0.01 0.01
H -2.56629 -5.13174 0.44182 -0.01 0.00 -0.01
H -2.11550 -3.46251 0.80591 0.01 0.01 0.01
H -4.89431 -3.03214 -1.63908 -0.01 0.00 0.00
H -4.32894 -2.62237 -0.01130 0.00 0.00 0.00
H -4.85495 -4.27438 -0.37772 0.00 -0.01 0.01
H 0.73979 -5.17071 -4.14604 0.00 -0.01 0.00
H 1.08993 -5.73044 -2.50177 0.01 0.00 0.00
H 2.41739 -5.35592 -3.61394 0.01 0.00 0.00
H 1.22120 -2.81524 -4.80957 -0.01 0.02 0.01
H 2.87410 -2.85383 -4.19484 0.01 0.01 -0.01
H 1.74580 -1.62547 -3.60774 0.00 -0.03 -0.01
H 1.96520 -4.10222 -0.77851 0.01 0.02 0.00
H 2.30432 -2.42809 -1.25319 0.05 0.04 0.04
H 3.34317 -3.73791 -1.83372 0.00 -0.02 -0.02
```
Forces are in eV/Å.

Output
E: -4207.690146 a.u.
Largest force on an atom: 0.5 eV Å⁻¹
LUMO level (spin up / spin down): -0.1865 / -0.1863 Ha
Net charge: +1
Energy above the lowest of the compared OMol25 structures with the same formula, charge and spin: 0.0 kcal per mole

Atom charges from the Löwdin analysis, given in e for atoms 1 to 5: number 1, Re, carries 1.49; number 2, C, carries -0.02; number 3, C, carries -0.23; number 4, C, carries 0.04; number 5, C, carries -0.01